5
Properties=species:S:1:pos:R:3 method="wB97M-V/def2-TZVPD" max_force_ev_per_a=6.8 e_above_lowest_kcal_mol=88.3 spin_multiplicity=3 orbital_gap_ev="7.5 / 8.2" mol_weight_g_mol=72.0
C 1.92697 -0.03666 -0.51909
N -0.49250 0.49137 -0.62565
N -1.37443 0.14219 -0.07390
O -2.28409 -0.26832 0.54534
O 2.04987 -0.17305 0.59910